1.
A cluster of 2 separate species, C28H20N2O in total. Source: the OMol25 dataset; level of theory: ωB97M-V/def2-TZVPD.

Structure (XYZ):
```
51
Properties=species:S:1:pos:R:3:nbo_charge:R:1
C -2.09611 1.33863 -0.16889 -0.155
H 0.42972 2.78844 0.30782 0.207
H 6.54996 -1.61715 3.02479 0.220
C 2.30189 1.64302 2.83776 0.366
H -5.11098 0.95718 -1.69385 0.229
C 1.89295 2.39397 1.72625 -0.207
H 4.77737 -0.36615 4.19071 0.224
H -2.19912 -3.72907 -0.33232 0.228
H -0.57828 2.66539 -0.96847 0.191
N -6.51425 -3.75116 -3.90936 -0.334
H -4.15940 2.67631 -3.17473 0.220
H -4.36557 -4.41572 -1.28363 0.221
H -3.82235 0.11810 0.20909 0.220
C -3.58799 2.30047 -2.34435 -0.162
C -1.81346 -2.25165 -1.83946 -0.017
H -1.88967 3.52992 -2.76478 0.221
H -1.73731 -0.88355 -3.49337 0.203
C 0.69527 2.15562 1.12436 -0.149
H -0.05224 -1.04706 -1.81707 0.227
C -3.51552 -2.04606 -3.53473 -0.165
H 4.83725 2.57761 1.12542 0.207
C -4.12022 1.33474 -1.50951 -0.216
C -3.77949 -3.64537 -1.75592 -0.130
C -0.18815 1.14155 1.57333 -0.155
N 0.51014 -2.80581 0.74429 -0.417
H 6.60124 1.32592 -0.04408 0.218
H -3.89497 -1.58961 -4.43283 0.220
C 1.41533 0.66950 3.33786 -0.267
H 1.71780 0.09701 4.19641 0.237
H 7.45919 -0.76715 0.90853 0.217
C 0.00862 -2.33728 -0.22549 0.246
C 6.18799 -0.68738 2.62000 -0.195
O 3.59118 1.82753 3.39423 -0.518
C -0.57371 -1.83622 -1.30725 -0.443
C 0.22040 0.41890 2.72409 -0.087
C -2.57725 -3.26208 -1.22622 -0.234
C -2.31475 -1.65388 -3.01137 -0.169
H 2.55038 3.15672 1.34456 0.220
C 6.21265 0.96585 0.89366 -0.216
C 5.20076 0.00725 3.27576 -0.245
H -1.96954 0.02986 1.47904 0.216
C -1.57907 2.30422 -1.06014 -0.104
C 5.22253 1.66543 1.54315 -0.212
C -2.31453 2.78082 -2.11525 -0.231
C 4.68358 1.18833 2.74109 0.275
C -1.42205 0.81005 0.97239 0.051
C -4.26937 -3.04490 -2.91693 -0.244
C -3.39614 0.86183 -0.44273 -0.117
C -5.49099 -3.43166 -3.45527 0.283
H -0.43098 -0.34966 3.10533 0.229
C 6.69726 -0.21161 1.42808 -0.207
```

The value obtained for the lowest unoccupied orbital energy is -2.914 eV. For the relative energy (zero: lowest compared OMol25 entry of this formula, charge and spin), the calculation gives 61.5 kcal per mole. The calculation puts the HOMO energy at -6.3 eV. As for the orbital gap: 0.125 Ha. As for the total energy: -34384.171 eV.

=====

2.
A structure of composition C28H21BeClGeNO5S4. Source: the OMol25 dataset; level of theory: ωB97M-V/def2-TZVPD.

Structure (XYZ):
```
62
Properties=species:S:1:pos:R:3:lowdin_spin:R:1
O -1.42796 2.25128 4.33492 0.016
C 0.45111 -1.57517 7.45604 0.051
C -1.97733 -1.77692 -3.51198 0.000
C -0.84553 -4.08074 -2.48968 0.000
H -0.06738 -0.14255 9.01698 0.017
C -1.72322 1.40083 -2.71918 0.000
H -0.39938 -4.97940 -2.07958 0.000
C 3.29158 -1.31281 1.49829 0.001
H -3.05529 -3.06954 -4.84085 0.000
Be 0.29336 0.83691 1.63467 0.003
C -0.15084 0.74103 7.05166 0.017
H -3.94730 3.90921 -4.68580 0.000
H -2.05111 -5.13907 -3.92013 0.000
C 0.06211 -0.30078 7.95498 0.179
H -3.58374 0.63878 -1.96114 0.000
Ge -0.59775 0.10853 -1.74623 0.000
C 0.61101 -1.81282 6.11745 0.073
H 3.16116 -2.32203 1.86689 0.000
C -1.91096 1.75907 0.59661 0.000
N 0.04285 0.47458 3.22154 0.024
H -2.41883 -0.88493 -3.93650 0.000
C -1.94643 3.26888 -4.24595 0.000
S -1.52327 0.00165 0.32955 0.001
C 0.41727 -0.78645 3.76641 0.133
H 3.51655 -0.62435 2.30552 0.000
S -0.49804 2.67572 0.89410 0.001
C -1.15453 2.37359 -3.53929 0.000
C -1.05189 -1.66926 -2.47259 0.000
O 0.70626 -1.73207 3.01247 0.138
H -4.98725 2.20521 -3.21769 0.000
H 3.66452 2.90293 -1.86497 0.000
S -3.46579 2.25019 0.63385 0.000
C 0.38557 -0.76489 5.18615 0.171
C -3.11382 1.36058 -2.61813 0.000
C 3.82108 1.15823 -3.10525 0.000
C -1.76992 -4.17113 -3.52032 0.000
H 0.23039 -2.78544 -1.16228 0.000
C -3.32776 3.20498 -4.14297 0.000
H -0.07610 2.43205 -3.63460 0.000
C 2.03636 -0.88694 0.74755 0.000
C 0.01944 0.50824 5.71026 0.137
H 1.43184 -1.20887 -3.42692 0.000
S -0.12580 1.61842 4.37754 0.021
C 1.90688 -0.29277 -3.09842 0.000
H 4.82808 1.38378 -3.43538 0.000
C 3.16893 2.01019 -2.22582 0.000
C 3.18599 0.00813 -3.54534 0.000
H -1.48179 4.02162 -4.87265 0.000
C -3.91084 2.24752 -3.32633 0.000
O 1.55722 -1.62440 -0.10075 0.000
H -0.44122 1.72402 7.40228 -0.004
Cl 4.71237 -1.32001 0.37765 0.001
O 0.99069 2.54899 4.33878 0.014
H 0.89659 -2.79014 5.74961 0.005
H 0.61975 -2.38227 8.16129 0.000
C 1.88809 1.71217 -1.78468 0.000
H 3.69473 -0.67183 -4.21900 0.000
O 1.62266 0.30371 1.00769 0.001
H 1.39282 2.37279 -1.08705 0.000
C -0.48792 -2.84437 -1.96893 0.000
C -2.33386 -3.01370 -4.03370 0.000
C 1.24562 0.55180 -2.21068 0.000
```

The spin multiplicity is 2. The value obtained for the lowest unoccupied orbital energy (alpha / beta) is 4.213 / 4.213 eV. Its expectation value of S² is 0.77. For the relative energy (zero: lowest compared OMol25 entry of this formula, charge and spin), the calculation gives 6.4 kcal per mole. The calculation puts the HOMO energy (alpha / beta) at 0.9 / -2.9 eV. As for the orbital gap (alpha / beta): 0.123 / 0.260 Ha. As for the total energy: -153891.100 eV. The total charge is -2.

=====

3.
A structure of composition C28H21Cl52N4O7PS. Source: the OMol25 dataset; level of theory: ωB97M-V/def2-TZVPD.

Structure (XYZ):
```
114
Properties=species:S:1:pos:R:3:mulliken_charge:R:1
H 0.43731 3.45321 -3.99310 0.411
C 13.40681 -1.50898 3.08049 0.326
H 6.19788 -3.33067 -0.81701 0.321
C -0.60602 3.15735 -4.43196 -0.870
C 3.86306 -3.01640 1.47800 -0.577
Cl -0.92601 2.91733 6.07388 -0.065
C -10.75590 -1.05232 0.62208 0.266
O -0.16949 3.40754 3.44158 -0.319
Cl -10.81975 -2.75596 1.13984 -0.098
Cl -2.25063 10.59044 -3.82335 -0.110
H 1.17409 -0.78635 -2.42491 -0.134
O -2.50909 -2.16297 -2.23931 -0.624
Cl 1.64671 -3.39784 -4.13122 -0.023
N -0.02461 1.82018 0.97433 0.280
C 3.00590 -4.41920 -4.66404 0.128
C 9.04410 -3.79789 6.13601 0.282
Cl -4.95943 10.37575 -4.86345 -0.105
H -0.66177 3.66839 -5.50911 0.349
H -1.86296 1.19275 -4.20292 0.250
H 2.08516 1.13342 -1.72085 0.052
Cl -13.16428 4.32642 3.67574 -0.100
C -12.59410 2.67171 3.34202 0.321
H 1.55151 -0.00410 2.34339 0.020
S -1.91177 3.98856 -3.38245 1.024
P 0.86615 2.79818 2.17313 0.086
Cl -12.39410 -0.35378 0.67491 -0.073
Cl -6.34172 2.80916 -3.58829 -0.086
H 0.93508 0.09733 -4.96254 0.281
H 4.71378 -3.69623 -2.06761 -0.251
C 4.13228 -2.59871 -0.11182 0.347
N -2.02657 0.86757 0.17500 -0.419
Cl 11.71868 -2.06008 3.22529 -0.036
Cl 2.50600 -2.11113 5.83862 -0.082
Cl 10.56513 -2.87962 6.26989 -0.078
C 2.24786 -0.63794 1.64443 -0.151
C 1.85487 1.19207 -0.57641 -0.719
Cl 7.68492 -2.77653 6.66883 -0.012
C 4.17877 -8.24661 -0.34424 0.226
H 2.75441 3.91083 1.81724 0.350
Cl -2.68977 9.76910 -6.57979 -0.109
O -1.25507 4.46803 -2.04906 -0.520
Cl 3.47728 -3.95940 7.86491 -0.087
Cl 9.13455 -5.25003 7.16438 -0.100
Cl -0.49599 1.82732 8.73700 -0.094
Cl -11.68435 2.06225 4.74750 -0.094
H -0.75728 4.15776 3.12288 0.279
Cl -6.19894 -3.93368 -4.74101 -0.126
Cl -5.68434 -1.69944 -2.94977 0.073
Cl 5.15386 -1.74879 6.98885 -0.123
H 4.31309 -3.97363 1.98563 0.117
Cl 3.79016 -8.57184 -2.05236 -0.091
H 2.66042 -2.23433 3.46530 -0.249
H 1.28236 1.46407 -3.71585 0.246
H -2.14164 2.13846 2.19204 0.375
Cl 14.31356 -1.98322 4.53911 -0.098
Cl 0.46628 8.89703 0.30282 -0.104
Cl 2.75361 -4.90668 -6.35911 -0.097
C -0.32123 7.41450 -0.29424 0.195
C -6.95943 2.59370 -1.93104 0.143
O 1.82073 4.05813 1.44227 -0.531
C 0.13110 -0.46563 -2.90874 0.026
Cl 1.11657 -4.50443 0.03813 0.102
C -3.32123 9.67722 -4.91627 0.319
C -2.34414 -0.69895 -2.22291 -0.512
Cl 4.08180 -6.49436 -0.03636 -0.049
Cl -1.12433 6.58157 1.06072 -0.116
N -0.93758 -0.14149 -1.90854 0.583
C 5.08857 -3.67879 -0.95656 0.280
N 0.40696 1.16791 -0.18686 0.700
C 0.46144 0.67195 -4.02895 -0.533
H -0.85584 1.34418 -5.78628 0.373
Cl 1.36647 3.77794 7.64529 -0.103
Cl 1.27913 1.08145 6.55575 -0.030
H -0.22868 -1.43623 -3.50342 0.177
H 2.47813 2.08247 -0.13670 0.473
Cl -9.68530 -0.13909 1.71501 -0.088
Cl 0.60197 -6.73868 -1.75311 -0.046
Cl -0.56001 -6.71504 0.91420 -0.114
C 3.94410 -2.95059 6.47249 0.346
Cl -1.53152 7.84139 -1.53013 0.027
Cl 4.52693 -3.50094 -4.53016 -0.136
O -2.44885 5.30100 -4.07389 -0.591
Cl -8.15590 1.27363 -1.91013 0.054
Cl 0.90466 6.33802 -1.01037 -0.085
H -3.18092 2.64341 -2.10664 0.166
Cl -3.38508 7.97357 -4.39852 0.025
Cl 3.09634 -5.87135 -3.63567 0.075
Cl 13.44016 0.26433 2.91077 -0.095
O -3.28724 3.04310 -3.04121 -0.189
Cl 4.63927 -3.98304 5.19760 -0.048
C -0.84580 0.57029 -0.74877 0.148
C -0.81413 1.51475 -4.60509 -0.237
C -0.09319 -5.70623 -0.47822 0.117
Cl 5.82770 -8.82149 0.00959 -0.112
Cl -1.53130 -4.86676 -1.11210 -0.011
Cl -5.60885 2.18854 -0.84181 -0.072
C 2.90817 -2.00306 2.34463 0.076
O -3.42123 0.06004 -2.43775 -0.235
Cl -10.12444 -0.96043 -1.04143 -0.013
C -1.49741 1.71274 1.31282 -0.121
H 3.76774 -0.96353 -1.94062 0.227
H 4.88036 -4.72866 -0.44817 -0.289
Cl 3.01543 -9.09873 0.70217 -0.076
Cl -8.33221 -2.06177 -4.10000 -0.112
C 0.30590 2.40101 7.25298 0.263
Cl -11.53459 2.68612 1.90958 -0.041
C -6.89410 -2.90124 -3.46612 0.246
Cl -7.73126 4.10347 -1.38394 -0.108
Cl -13.99319 1.61204 3.03526 -0.093
Cl -7.36092 -3.91005 -2.07370 -0.109
C 2.53609 -0.18776 0.07953 0.858
Cl 14.15484 -2.25695 1.64681 -0.095
C 3.50753 -1.21568 -0.80577 -0.496
Cl 8.79182 -4.28536 4.44094 -0.104
```

The value obtained for the lowest unoccupied orbital energy is -1.528 eV. For the relative energy (zero: lowest compared OMol25 entry of this formula, charge and spin), the calculation gives 447.2 kcal per mole. The calculation puts the HOMO energy at -8.5 eV. As for the orbital gap: 0.255 Ha. As for the total energy: -720935.861 eV.

=====

4.
A structure of composition C28H21ClF9MnN5O8S. Source: the OMol25 dataset; level of theory: ωB97M-V/def2-TZVPD.

Structure (XYZ):
```
74
Properties=species:S:1:pos:R:3:lowdin_spin:R:1
C 2.25394 4.53517 -0.40658 0.000
C 2.87856 -0.12139 4.80097 0.000
C -4.08349 0.38065 3.91912 0.000
F -0.30478 -2.97172 2.50744 0.000
H 0.64329 5.74263 -2.28102 0.000
H 3.93193 -0.07480 3.15779 0.000
C 2.68269 4.07366 0.98227 0.000
O -0.01335 6.40858 0.14107 0.000
O 4.03883 -0.07477 4.18056 0.000
C 1.51356 -0.13708 2.52354 0.002
C -2.41748 -1.04443 2.21216 0.001
H 2.10855 4.57355 1.76663 0.000
O 2.79714 -0.14667 6.01114 0.000
C -4.01844 0.22204 -2.79894 0.003
H -1.17523 4.67504 -3.59941 0.000
Cl -0.22201 -0.34664 5.98696 0.001
H 2.55025 2.99690 1.09990 0.000
C 0.35737 -0.17746 4.39000 0.001
H -1.14813 3.25927 -2.54840 0.000
F -2.01360 -4.00830 1.70096 0.000
Mn 0.17126 -0.02126 -0.36946 4.707
H -2.81401 1.12808 0.21951 0.001
F -2.37600 -3.81115 -0.98802 0.000
H -4.72503 0.96223 4.56959 0.000
H -1.75982 -1.57499 1.52928 0.000
F -1.16760 -5.55019 -0.56048 0.001
O 2.07440 -0.27825 0.24564 0.040
N -0.27943 2.32287 0.47782 0.025
H -2.28749 1.15694 4.78836 0.000
H -5.70731 -0.49238 2.81775 0.000
C -4.63192 -0.42642 2.93111 0.000
F 1.69980 -2.96090 -1.11373 0.001
N -0.84395 4.54900 1.10332 0.001
C -1.63743 -0.15421 -2.57590 0.011
H -4.20153 -1.73831 1.27895 0.000
C -4.05322 0.72453 -1.48999 0.001
C 1.66298 -0.14263 3.93738 0.000
O 1.01997 2.02896 -1.30833 0.030
H -4.92970 0.17636 -3.38707 0.000
F -0.12653 -5.04455 1.92482 0.000
H 2.82201 3.99512 -1.16601 0.000
C -2.86562 0.74265 -0.79451 0.007
F 1.50574 -4.94488 -0.28259 0.000
C 1.22347 -3.63339 -0.07598 0.001
C -0.67784 -3.86078 1.57962 0.001
F -0.57094 -4.16477 -2.11355 0.000
H -4.96405 1.08282 -1.03097 0.000
O -0.62261 -2.08479 -0.01434 0.042
C -0.05700 5.18919 0.20216 0.000
N -1.70892 0.30858 -1.30185 0.023
N 0.24562 -0.14819 2.18239 0.021
C -0.97665 4.33695 -2.58081 0.000
H -1.70465 4.82119 -1.92409 0.000
C -1.10998 -4.23285 -0.89088 0.001
C -3.79511 -1.12603 2.07410 0.000
H 3.73783 4.29211 1.15201 0.000
H 2.44462 5.60441 -0.52978 0.000
S -0.10498 -0.62811 -3.16112 0.037
H -2.77553 -0.59549 -4.34605 0.001
H -1.38703 5.11543 1.73703 0.000
C -0.30652 -3.35642 0.13607 0.007
C 0.76177 4.29681 -0.71155 0.001
C -2.83614 -0.20674 -3.33880 0.002
C -0.95663 3.14280 1.29667 0.003
H 1.15499 4.12409 -2.79796 0.000
C -2.70863 0.48009 4.06218 0.000
F 1.92420 -3.25968 1.01122 0.000
C -1.89108 -0.25260 3.21841 0.000
O 3.73796 -0.04248 1.71644 0.008
C 0.45310 4.67274 -2.16905 0.000
O -1.68956 2.78612 2.20893 0.000
C 2.53599 -0.15097 1.40173 0.010
C 0.48042 2.80810 -0.51834 0.004
N -0.46504 -0.17659 3.31420 0.003
```

The spin multiplicity is 6. The value obtained for the lowest unoccupied orbital energy (alpha / beta) is 4.342 / 4.341 eV. Its expectation value of S² is 8.75. The calculation puts the HOMO energy (alpha / beta) at -2.2 / -2.2 eV. As for the orbital gap (alpha / beta): 0.240 / 0.240 Ha. As for the total energy: -132353.300 eV. The total charge is -2.